[1]
Density functional theory data (the ωB97M-V functional and the def2-TZVPD basis) for a cluster of 2 separate species, C6H15NS in total.

## Properties
E_tot	-690.50486	a.u.
SMILES string	C=NCC.CCSC

Atoms and positions in Å:
H (1.75142, -0.91833, -2.19301)
S (1.40570, -0.65873, 1.43456)
H (-3.45594, 0.90613, -0.42221)
C (1.25703, -1.43571, -0.19028)
C (-1.31015, 1.10140, -0.25081)
C (-0.12860, 3.07196, -0.34127)
H (0.41565, -1.45245, 3.44522)
H (-0.67385, -1.71489, 2.12009)
N (-1.27301, 2.56499, -0.47950)
H (-1.33763, 0.94086, 0.82857)
H (3.19295, -1.21093, -1.21507)
H (-2.54467, 0.57624, -1.94427)
H (0.75978, 2.52509, -0.01293)
H (-0.01092, 4.13342, -0.54354)
H (0.22633, -1.41504, -0.54441)
C (2.19317, -0.77667, -1.20694)
H (-2.54506, -0.58867, -0.61018)
H (-0.40634, 0.67512, -0.67510)
H (0.79302, -2.79396, 2.34716)
H (2.36817, 0.28303, -1.01345)
H (1.51275, -2.49205, -0.08413)
C (0.36852, -1.79649, 2.41179)
C (-2.55831, 0.47566, -0.86026)

Cartesian forces (eV/Å) of the 3 atoms listed first:
H 0.2 0.2 -0.1
S -0.1 -0.2 0.2
H -0.1 0.1 -0.2

[2]
Density functional theory data (the ωB97M-V functional and the def2-TZVPD basis) for a cluster of 2 separate species, C6H15O in total.

## Properties
E_tot	-312.82250	a.u.
net charge	-1

Atoms and positions in Å:
H (-0.51722, -3.01256, 1.54386)
C (2.09905, 2.41588, 0.53955)
H (-3.35335, -0.66679, 0.39766)
C (0.42156, 1.21215, -0.94110)
H (-0.35231, 1.88627, -0.45797)
H (-1.73769, -1.93176, -1.03087)
C (-1.83030, -2.17566, 0.03983)
H (0.22009, -1.72919, 0.49946)
H (2.51131, 1.51904, -1.37455)
C (1.68784, 2.07722, -0.90233)
C (-0.44867, -2.61436, 0.52488)
H (2.92192, 3.12470, 0.58024)
H (-1.68038, -0.09774, 0.47798)
H (1.55091, 3.02032, -1.45705)
H (-2.56884, -2.99899, 0.07350)
H (-0.01404, -3.34648, -0.16496)
C (-2.34035, -0.93155, 0.72608)
H (2.34349, 1.47889, 1.03874)
O (0.53371, 0.09584, -0.16142)
H (1.22553, 2.77979, 1.08966)
H (0.19301, 0.95605, -1.99492)
H (-2.34979, -1.02912, 1.81825)

Cartesian forces (eV/Å) of the 3 atoms listed first:
H 0.1 -0.1 -0.1
C -0.6 -0.7 -0.3
H 0.0 -0.1 0.1

[3]
Density functional theory data (the ωB97M-V functional and the def2-TZVPD basis) for a cluster of 2 separate species, C6H15O2 in total.

## Properties
E_tot	-388.06229	a.u.
net charge	-1

Atoms and positions in Å:
O (-3.22176, -1.51259, 1.12000)
C (0.97882, 0.12941, -2.31906)
H (0.35447, 2.06512, -0.81548)
H (1.10190, -0.29261, 2.66690)
H (-3.01895, -2.26841, 0.54804)
H (0.09488, 0.81345, -2.48107)
H (1.74071, 0.66252, 0.44268)
H (-0.86624, -0.83779, 0.33288)
O (2.09014, 0.71411, -1.83268)
H (0.01434, 2.53533, 0.84612)
H (0.77340, 1.46313, 2.61471)
C (0.70015, 0.48114, 0.69672)
H (-2.49143, -0.90586, 0.99644)
C (-0.03920, 1.71892, 0.13565)
C (0.40954, -1.03083, -1.45126)
H (-0.55291, -1.34028, -1.88264)
H (-0.57854, 0.28039, 2.42537)
C (0.19829, -0.81487, 0.08275)
H (0.64901, -1.68082, 0.57694)
H (1.19069, -0.27841, -3.34057)
H (1.08671, -1.87117, -1.56452)
H (-1.08868, 1.47397, -0.02451)
C (0.47466, 0.49616, 2.22662)

Cartesian forces (eV/Å) of the 3 atoms listed first:
O -0.5 -0.6 -0.1
C 0.5 0.3 0.2
H 0.3 -0.2 0.0